DFT (ωB97M-V/def2-TZVPD) results for a molecular structure, C32H60F24N8O18S8.

The geometry in XYZ format:
```
150
Properties=species:S:1:pos:R:3:forces:R:3:lowdin_charge:R:1
C 5.32748 1.83001 -0.74197 -0.42 0.55 -0.52 -0.013
C 4.07353 1.81188 -1.58214 -2.00 -0.65 -0.02 -0.277
C 4.22315 2.00054 -3.07426 -0.42 0.35 0.31 -0.164
O 2.86702 2.05982 -3.50177 0.19 0.58 -0.37 -0.221
C 2.53563 2.45455 -4.82091 -1.05 0.42 -0.50 -0.089
N 3.23366 0.48267 -1.43767 1.73 -0.39 1.71 0.244
H 3.88465 -0.33822 -1.48844 -0.47 0.35 0.57 0.124
H 2.66266 0.45855 -0.55653 0.94 0.06 -0.91 0.166
H 2.59810 0.33150 -2.19236 -0.97 0.37 -1.17 0.079
H 5.23822 1.34383 0.19942 -0.43 -0.44 0.86 0.047
H 5.61908 2.86736 -0.51105 -0.02 -0.39 -0.40 0.113
H 6.08682 1.28563 -1.26620 0.78 -0.05 -0.24 0.075
H 3.29696 2.54050 -1.33309 0.52 0.15 0.48 0.123
H 4.63289 1.12843 -3.57258 0.92 0.05 -0.11 0.140
H 4.83780 2.93533 -3.13559 -0.55 -0.62 -0.75 0.157
H 1.45931 2.23464 -4.92345 0.32 0.14 0.26 0.084
H 2.96421 1.86117 -5.65456 0.51 0.34 0.68 0.098
H 2.62853 3.56380 -4.97283 0.37 -0.98 0.08 0.102
C -5.40901 -4.16469 -2.79102 -1.15 0.52 0.30 -0.042
C -4.07285 -4.61163 -3.23423 1.65 0.62 0.21 -0.303
C -3.98349 -4.68270 -4.74991 -0.51 0.57 0.14 -0.163
O -4.10387 -3.39753 -5.37297 0.17 -0.54 2.20 -0.165
C -3.54130 -3.43766 -6.63191 0.18 1.17 -1.03 -0.119
N -3.10278 -3.56875 -2.70955 1.25 -0.33 0.17 0.214
H -3.10353 -3.46879 -1.65955 -0.03 0.00 -0.76 0.125
H -2.11248 -3.74594 -3.00178 -0.54 -0.47 0.45 0.091
H -3.24980 -2.65786 -3.13737 -0.63 0.18 -0.01 0.116
H -5.51120 -4.09150 -1.71896 0.04 -0.36 0.48 0.082
H -6.18115 -4.81493 -3.19476 -0.14 0.05 0.08 0.099
H -5.59196 -3.13496 -3.11424 -0.07 -0.21 -0.40 0.091
H -3.72873 -5.58178 -2.81376 -0.37 0.58 -0.22 0.174
H -4.87497 -5.27652 -4.97229 0.32 -0.38 -0.69 0.135
H -3.05093 -5.12075 -5.09185 0.04 -0.45 0.08 0.128
H -3.53652 -2.42778 -7.03294 0.02 0.14 0.05 0.100
H -4.16550 -4.01934 -7.25565 -0.62 -0.86 -1.06 0.079
H -2.52935 -3.81384 -6.69455 0.43 -0.21 0.38 0.094
C -5.31444 6.48171 -0.32565 0.23 1.46 0.62 -0.108
C -5.42333 5.09342 -0.89436 0.13 -0.20 -0.34 -0.228
C -5.36010 4.03312 0.17675 -1.02 -0.65 0.58 -0.137
N -4.04441 3.80778 0.87411 0.32 -1.21 0.00 -0.228
C -2.96912 3.40759 -0.11035 0.33 1.37 0.66 0.050
C -4.29123 2.60424 1.81436 0.50 2.22 0.74 -0.120
C -3.07780 2.46703 2.68443 0.68 0.75 -0.32 -0.109
C -2.77051 4.01297 2.88797 0.54 -0.91 0.49 -0.119
C -3.43917 4.83514 1.78596 -0.01 0.57 -0.45 -0.112
H -4.29212 6.85810 -0.19227 -0.05 -0.43 0.23 0.079
H -5.85321 6.57610 0.64440 0.42 -0.23 -0.50 0.088
H -5.75799 7.26163 -0.94033 -0.21 -0.21 -0.39 0.072
H -4.67773 4.83540 -1.67887 -0.47 0.55 0.39 0.117
H -6.40625 5.02439 -1.37758 0.17 -0.35 0.12 0.123
H -5.55402 3.05514 -0.26650 -0.05 0.08 -0.09 0.110
H -6.19038 4.14369 0.94748 1.27 0.20 -0.68 0.164
H -3.20016 2.44183 -0.48999 -0.03 -0.66 -0.30 0.081
H -2.00713 3.46015 0.44070 -0.60 -0.27 -0.61 0.104
H -2.94873 4.16890 -0.90041 0.19 -0.33 0.27 0.107
H -4.55402 1.79389 1.24348 -0.62 -1.81 -1.21 0.050
H -5.11856 2.94956 2.42787 -0.31 -0.24 0.04 0.143
H -2.22736 1.98011 2.15979 -0.66 0.03 0.48 0.101
H -3.36140 1.90115 3.62264 0.61 0.80 -1.03 0.146
H -1.68827 4.24905 2.94849 -0.76 -0.21 0.31 0.097
H -3.32778 4.22275 3.77766 0.34 0.61 0.91 0.104
H -2.69669 5.46072 1.23624 -0.79 -0.52 0.28 0.108
H -4.25613 5.46494 2.15607 0.23 -0.14 -0.01 0.130
C 4.87149 -4.35309 4.11317 -0.19 -1.16 0.59 -0.088
C 4.10792 -3.03483 4.09862 0.14 0.35 -0.48 -0.225
C 2.96404 -3.11949 3.05888 -0.98 -0.04 1.30 -0.084
N 2.16828 -1.80746 2.92224 0.58 0.20 0.55 -0.250
C 3.05458 -0.73474 2.40525 0.55 0.16 -0.70 0.006
C 1.68105 -1.31848 4.27033 -0.06 -0.42 0.69 -0.117
C 0.50530 -0.42084 4.01978 -1.39 -0.23 -1.05 -0.121
C -0.18213 -1.06439 2.73958 1.30 -0.18 1.15 -0.088
C 0.92279 -1.94029 2.06363 -0.48 0.47 1.03 -0.048
H 4.16284 -5.18076 3.92620 0.22 0.21 0.06 0.080
H 5.35148 -4.62539 5.09057 -0.34 0.66 -0.85 0.092
H 5.61116 -4.41634 3.31985 0.09 0.16 -0.03 0.064
H 4.77037 -2.21492 3.84200 0.35 -0.05 -0.23 0.078
H 3.77674 -2.76288 5.09901 -0.51 -0.29 0.02 0.105
H 2.20405 -3.83596 3.45894 0.56 0.35 -0.53 0.143
H 3.30571 -3.44557 2.07162 0.00 0.19 0.11 0.109
H 4.05943 -0.73641 2.88715 -1.24 0.13 -0.13 0.080
H 2.51734 0.22517 2.53700 0.49 -0.48 -0.38 0.103
H 3.26041 -0.99950 1.34971 -0.18 0.45 0.40 0.103
H 2.51915 -0.84276 4.78400 -0.13 -0.12 -0.08 0.140
H 1.33990 -2.17430 4.85775 0.26 -0.17 -0.16 0.141
H 0.76382 0.60005 3.82434 0.42 0.47 -0.28 0.063
H -0.21937 -0.34520 4.85093 0.51 -0.47 -0.21 0.131
H -0.65519 -0.34544 2.11884 0.05 0.75 -0.71 0.077
H -0.98654 -1.70658 3.04642 -0.06 -0.27 0.21 0.076
H 1.12789 -1.74618 1.01700 0.22 0.18 0.12 0.109
H 0.64220 -2.96345 2.18526 -0.22 -0.77 -0.27 0.119
C 2.80570 3.39290 2.96660 1.12 -0.63 2.41 -0.564
F 3.76659 2.49096 2.59258 -0.68 1.15 0.37 0.093
F 2.40052 2.99693 4.25032 0.52 0.70 -1.83 0.070
F 3.32145 4.63888 3.06737 -0.41 -1.66 -0.33 0.136
S 1.43414 3.27011 1.79941 0.01 3.57 -0.83 0.512
O 2.09001 3.23444 0.53966 0.60 -0.73 -1.06 -0.267
O 0.60018 2.22671 2.20665 -1.07 -2.72 0.87 -0.260
N 0.69238 4.62014 2.05524 0.05 0.72 -0.12 -0.298
S 0.48200 5.77115 0.97256 0.93 -0.15 -0.53 0.620
O 1.60886 6.24474 0.20430 -0.42 -0.40 0.76 -0.274
O -0.71588 5.49314 0.21863 -0.36 0.48 0.23 -0.309
C 0.16515 7.13496 2.20019 -1.11 -0.04 0.31 -0.658
F 1.22512 7.38066 2.92727 0.73 0.07 0.05 0.165
F -0.22240 8.28396 1.61037 0.08 -0.85 0.09 0.130
F -0.80682 6.73317 3.06103 0.00 0.35 -0.57 0.097
C 0.93349 -3.20182 -1.47787 0.19 -0.27 -0.03 -0.609
F 1.39714 -4.28740 -0.83235 -0.30 0.93 -0.18 0.132
F -0.13105 -2.68924 -0.80901 0.80 -0.77 -0.39 0.090
F 1.87767 -2.24119 -1.48516 -0.13 -0.46 0.16 0.099
S 0.44426 -3.69865 -3.22511 1.53 -1.58 0.58 0.627
O 1.65999 -3.95740 -3.99013 -1.87 0.82 1.11 -0.262
O -0.43717 -4.83143 -2.93210 0.34 1.01 -0.55 -0.316
N -0.46123 -2.49322 -3.59236 -0.15 0.25 -1.22 -0.332
S -0.13475 -1.02511 -4.09112 1.28 0.63 1.23 0.636
O 1.04292 -0.40577 -3.47181 -1.11 -0.94 -0.67 -0.301
O -0.36602 -0.77907 -5.47373 -0.13 -0.17 -0.28 -0.253
C -1.51584 -0.27148 -3.13851 1.22 -0.24 0.39 -0.704
F -1.28008 1.03010 -3.07133 -0.45 0.34 0.14 0.154
F -2.70882 -0.50666 -3.63638 -0.78 0.03 -0.65 0.153
F -1.48700 -0.81034 -1.91723 -0.20 0.59 0.34 0.110
C -3.60084 -2.93592 2.47348 -2.74 0.04 -0.45 -0.694
F -2.41708 -3.27690 2.88755 0.85 -0.61 0.61 0.165
F -4.41053 -4.02097 2.37700 0.82 0.24 0.15 0.122
F -4.18930 -2.09684 3.33050 0.26 -0.12 0.57 0.134
S -3.49693 -2.06941 0.89188 -0.81 1.35 1.79 0.539
O -2.90430 -0.83363 1.30002 -0.04 0.60 -0.39 -0.268
O -2.73210 -2.95894 0.12701 1.81 -2.00 -2.24 -0.280
N -4.95209 -2.07285 0.34681 -0.51 0.26 -0.64 -0.276
S -5.90346 -0.82042 0.18897 0.67 0.23 3.19 0.607
O -7.20762 -1.26973 -0.15676 -0.08 0.13 -0.45 -0.246
O -5.74091 0.15008 1.27650 -0.48 -1.09 -1.56 -0.301
C -5.23758 0.04701 -1.24859 1.28 0.84 0.80 -0.643
F -3.92836 0.49573 -1.02442 -2.00 -0.35 -0.25 0.065
F -5.18065 -0.70829 -2.30853 -0.28 -0.24 -0.89 0.164
F -6.05772 1.08956 -1.41673 0.57 0.11 -0.64 0.132
C 8.02448 -1.66342 2.53065 -0.92 2.91 0.45 -0.645
F 8.74971 -0.53768 2.77193 0.31 -0.35 -0.98 0.099
F 8.80382 -2.64057 2.20681 0.41 -0.85 0.08 0.188
F 7.41642 -1.81676 3.72748 -0.20 -1.32 -0.60 0.108
S 6.71502 -1.21840 1.19709 1.22 -1.70 0.88 0.598
O 5.84051 -0.41949 1.98660 -1.03 0.66 0.49 -0.317
O 7.29666 -0.56426 0.07441 0.56 -0.20 -0.49 -0.269
N 6.20950 -2.73549 0.99907 -0.13 1.11 -0.70 -0.293
S 5.38068 -3.21058 -0.27363 -1.74 -0.13 0.41 0.664
O 4.44615 -4.22039 0.25352 0.65 1.63 -1.30 -0.323
O 4.96439 -2.12953 -1.22381 0.35 -1.93 2.01 -0.338
C 6.57764 -4.20178 -1.25779 0.39 0.25 0.96 -0.712
F 6.01219 -4.89365 -2.21891 -0.23 0.04 -0.34 0.178
F 7.40122 -3.28561 -1.72422 0.79 0.14 -0.89 0.142
F 7.28357 -5.04061 -0.48872 -0.34 0.09 -0.01 0.140
```
Forces are in eV/Å.

As for the total charge: 0. Its spin multiplicity is 1. The frontier orbital gap is 10.250 eV. The value obtained for the HOMO energy is -10.05 eV.

DFT (ωB97M-V/def2-TZVPD) results for a molecular structure, C3H9NO2.

The geometry in XYZ format:
```
15
Properties=species:S:1:pos:R:3:forces:R:3:nbo_charge:R:1
C -0.29828 -0.78591 0.35627 -0.03 0.63 0.13 0.069
C -0.17478 0.73776 0.19522 3.65 -0.78 -0.03 -0.134
C 0.87652 -1.36641 1.12467 -0.25 0.08 -0.10 -0.622
N 0.22114 1.52318 -1.96452 -1.45 0.16 1.38 -0.556
O -0.98657 1.27438 -0.75295 0.77 1.25 -4.29 -0.410
O -1.48258 -1.11186 1.07429 -0.18 -0.16 0.01 -0.725
H -2.22746 -0.69472 0.62679 0.03 -0.05 0.01 0.469
H -0.33768 -1.22006 -0.65381 0.01 0.05 0.08 0.159
H 0.35231 2.52755 -1.81748 -0.21 -0.14 0.07 0.348
H -0.04878 1.43181 -2.95200 -1.10 -0.14 0.48 0.354
H 0.85650 0.94004 -0.33229 -1.10 -0.72 2.25 0.222
H -0.23697 1.28604 1.14524 -0.18 -0.18 -0.05 0.184
H 0.72402 -2.43384 1.27293 0.01 -0.03 0.02 0.221
H 0.95801 -0.89227 2.10237 0.02 0.02 0.05 0.210
H 1.80461 -1.21571 0.57527 0.02 0.01 0.00 0.211
```
Forces are in eV/Å.

As for the total charge: 0. Its spin multiplicity is 1. The frontier orbital gap is 9.832 eV. As for the energy above the lowest of the compared OMol25 structures with the same formula, charge and spin: 102.4 kcal per mole. The value obtained for the HOMO energy is -9.56 eV.